<i>
C11H12N | ωB97M-V/def2-TZVPD

Results
E_HOMO (eV): -12.55
LUMO (Eh): -0.161
Kohn-Sham gap (hartree): 0.3003
Total charge: +1

The geometry in XYZ format:
```
24
C11H12N ωB97M-V/def2-TZVPD
C -0.9662 -0.8030 -0.4281
C 0.3175 -1.4626 0.0379
C -1.4199 0.5035 0.1750
C 1.3641 -0.4405 0.2616
C -0.5087 1.5109 0.2390
C -1.8007 -1.4685 -1.2715
C 0.4609 -2.7136 0.5286
C -2.6264 0.5768 0.8074
C 2.4058 -0.5566 1.1100
C -0.4284 2.8316 0.2891
C 1.9202 1.3226 -1.3178
N 1.1939 0.7282 -0.4464
H -2.7102 -0.8987 -1.6173
H -1.6208 -2.4374 -1.6022
H 1.4521 -3.1833 0.7635
H -0.3658 -3.3677 0.2704
H -2.8646 1.6252 1.1141
H -3.1112 -0.3563 0.8999
H 3.1307 0.2056 1.1780
H 2.6224 -1.4422 1.7649
H 0.3835 3.5782 0.1167
H -1.2005 3.2282 0.7883
H 1.8032 2.2782 -1.8065
H 2.5690 0.7412 -1.8544
```

<ii>
C11H12N | ωB97M-V/def2-TZVPD

Results
SMILES: C#C/C=C1\C(C)=C[C@@H](C)[N@@H+]1C#C
E_HOMO (eV): -12.38
LUMO (Eh): -0.156
Kohn-Sham gap (hartree): 0.2985
Total charge: +1

The geometry in XYZ format:
```
24
C11H12N ωB97M-V/def2-TZVPD
C -4.1016 -0.3362 0.4162
C 1.5537 -3.0912 -0.8028
C -2.9083 -0.5796 0.5503
C 1.4068 -2.0689 -0.1507
C 0.8346 1.2588 -0.6083
C -1.6548 -1.2247 0.5380
C -0.5271 -0.4910 0.1914
C -0.4204 0.7805 -0.4813
C 1.8395 0.2748 -0.1130
C -1.5206 1.6168 -1.0540
C 2.5040 1.0206 1.0722
N 1.1396 -0.8771 0.4362
H -5.0026 0.1524 0.1852
H 1.5248 -3.9135 -1.4613
H 1.0414 2.1112 -1.0835
H -1.7646 -2.2158 0.8842
H 2.6485 -0.1799 -0.7382
H -2.4522 1.7376 -0.2769
H -2.0405 1.1081 -1.8952
H -1.2507 2.5512 -1.2238
H 3.1494 1.7876 0.8483
H 3.1019 0.3746 1.5581
H 1.7902 1.2773 1.8063
H 1.1090 -1.0736 1.4027
```

<iii>
C11H12N | ωB97M-V/def2-TZVPD

Results
SMILES: CC#CC1=C(C)[C@H]2C[N+]#C[C@@]12C
E_HOMO (alpha / beta) (eV): -12.71 / -12.71
LUMO (alpha / beta) (Eh): -0.236 / -0.236
Kohn-Sham gap (alpha / beta) (hartree): 0.2306 / 0.2309
Total charge: +1

The geometry in XYZ format:
```
24
C11H12N ωB97M-V/def2-TZVPD
C 0.2689 0.0370 -0.0065
C 1.5879 -0.1734 -0.3288
C -1.2390 -1.6609 -0.6069
C -2.6912 -0.1944 -1.0503
C -1.8962 0.3322 0.2007
C -0.5580 1.0873 -0.0444
C -0.7891 -0.8858 0.5254
C 2.7504 -0.4940 -0.4594
C -0.3142 2.6317 -0.1852
C -0.7498 -1.4490 1.9645
C 4.1400 -0.6453 -0.7176
N -2.1170 -1.4217 -1.4042
H -3.7274 -0.1529 -0.8709
H -2.5463 0.5343 -1.9597
H -2.5338 0.6609 0.9363
H 0.0290 2.7678 -1.1565
H 0.4971 2.8389 0.4579
H -1.2322 3.1178 0.2306
H -0.0303 -1.1003 2.6554
H -0.5176 -2.5434 1.8489
H -1.7743 -1.3234 2.2223
H 4.4468 -1.5984 -1.1066
H 4.6003 -0.5670 0.2285
H 4.3960 0.2020 -1.3733
```

Most stable one: <i>, least stable one: <ii>.

<i>
C4H7NO | ωB97M-V/def2-TZVPD

Results
SMILES: CO[C@@H](C)C#N
E_HOMO (eV): -10.58
LUMO (Eh): 0.028
Kohn-Sham gap (hartree): 0.4171
Total charge: 0

The geometry in XYZ format:
```
13
C4H7NO ωB97M-V/def2-TZVPD
C 1.3448 -2.2903 0.6752
C 0.4861 1.4157 0.6597
C 0.4686 -1.0750 0.3564
C -0.0596 -1.0262 -1.0474
N 1.9828 -3.1967 0.9396
O 1.2690 0.1404 0.5890
H 0.3770 2.0791 -0.2256
H 0.8562 1.9618 1.4571
H -0.3993 -1.0242 1.1625
H -0.4694 -0.0877 -1.2373
H -1.0074 -1.6263 -1.1149
H 0.7753 -1.1241 -1.7890
H -0.5987 1.0975 0.8658
```

<ii>
C4H7NO | ωB97M-V/def2-TZVPD

Results
SMILES: C[C@@]1(C=O)CN1
E_HOMO (eV): -9.83
LUMO (Eh): 0.031
Kohn-Sham gap (hartree): 0.3918
Total charge: 0

The geometry in XYZ format:
```
13
C4H7NO ωB97M-V/def2-TZVPD
C 1.3871 -0.5776 0.1324
C -0.0365 -0.0420 0.0872
C -0.2243 1.4198 0.2411
N -0.4780 0.8304 -1.0598
C -1.1094 -1.0833 0.1368
O -2.2817 -0.9269 0.3849
H 1.4084 -1.6645 0.2832
H 1.9235 -0.3472 -0.7902
H 1.9418 -0.1363 0.9692
H -1.0265 1.8676 0.8191
H 0.7103 1.9785 0.2223
H -1.4940 0.7006 -1.1030
H -0.7209 -2.0191 -0.3231
```

Most stable one: <ii>, least stable one: <i>.

<i>
C4H7NO | ωB97M-V/def2-TZVPD

Results
SMILES: C=CC(=C)ON
E_HOMO (eV): -8.68
LUMO (Eh): 0.035
Kohn-Sham gap (hartree): 0.3542
Total charge: 0

The geometry in XYZ format:
```
13
C4H7NO ωB97M-V/def2-TZVPD
C -2.0302 -0.9753 0.0413
C 0.7000 1.6857 -0.0517
C -1.3853 0.1765 0.1135
C 0.0330 0.4932 0.0508
N 2.1554 -0.6506 0.1239
O 0.7847 -0.7842 -0.0330
H -3.1584 -0.8289 0.0032
H -1.8432 -2.0669 -0.1670
H 1.7686 1.6724 -0.1893
H 0.2239 2.6194 -0.0700
H -2.0643 1.0292 0.1857
H 2.3182 -1.3224 0.8274
H 2.4975 -1.0480 -0.8347
```

<ii>
C4H7NO | ωB97M-V/def2-TZVPD

Results
SMILES: N#CCCCO
E_HOMO (eV): -10.58
LUMO (Eh): 0.022
Kohn-Sham gap (hartree): 0.4105
Total charge: 0

The geometry in XYZ format:
```
13
C4H7NO ωB97M-V/def2-TZVPD
C 0.6328 0.9984 0.1253
C 0.3552 -0.5035 0.3315
C -1.1193 -0.7644 0.0558
C -1.4350 -0.5093 -1.3641
H 2.3513 0.9030 1.3199
H 0.5493 1.4050 -0.9299
H -0.0464 1.6678 0.7258
H 0.9526 -1.1428 -0.4338
H 0.6518 -0.9239 1.3317
H -1.8240 -0.1651 0.6840
H -1.1285 -1.8414 0.2084
N -1.9567 -0.4522 -2.4642
O 2.0168 1.3284 0.4097
```

<iii>
C4H7NO | ωB97M-V/def2-TZVPD

Results
E_HOMO (eV): -8.94
LUMO (Eh): -0.001
Kohn-Sham gap (hartree): 0.3274
Total charge: 0

The geometry in XYZ format:
```
13
C4H7NO ωB97M-V/def2-TZVPD
C 1.5218 0.4804 0.2507
C 0.4879 -0.3130 -0.4742
C -0.4312 -1.1629 0.2858
N -1.3908 -0.1327 0.7346
C -1.6663 0.7507 -0.1690
O -0.9534 1.0427 -1.1906
H 1.4249 1.5197 -0.0628
H 1.4362 0.4156 1.3400
H 2.5211 0.1412 -0.0498
H 0.6043 -0.4383 -1.5322
H -0.9306 -1.9350 -0.3194
H -0.0071 -1.6389 1.1837
H -2.6225 1.2620 0.0027
```

<iv>
C4H7NO | ωB97M-V/def2-TZVPD

Results
E_HOMO (eV): -8.71
LUMO (Eh): 0.009
Kohn-Sham gap (hartree): 0.3295
Total charge: 0

The geometry in XYZ format:
```
13
C4H7NO ωB97M-V/def2-TZVPD
C -0.2768 -0.8214 1.2761
C -0.7998 0.2668 0.3741
N 0.2022 1.3243 0.0585
C 0.4951 1.0778 -1.2188
C 1.0367 -0.2258 -1.6086
O 0.5851 -1.3121 -1.9381
H 0.7200 -1.1443 0.9554
H -0.9437 -1.6846 1.2131
H -0.2139 -0.4713 2.3075
H -1.6921 0.7785 0.7318
H -0.1330 2.2735 0.2134
H -1.0876 -0.1318 -0.6001
H 2.1081 0.0703 -1.7643
```

Most stable one: <ii>, least stable one: <i>.

<i>
C4H7NO | ωB97M-V/def2-TZVPD

Results
SMILES: C[C@H]1C=N1.C=O
E_HOMO (eV): -9.62
LUMO (Eh): 0.030
Kohn-Sham gap (hartree): 0.3839
Total charge: 0

The geometry in XYZ format:
```
13
C4H7NO ωB97M-V/def2-TZVPD
C -1.7837 1.6790 0.4125
C 0.0848 -1.8702 -0.8695
C 0.6400 -0.6104 -0.6765
C 1.4533 -0.1476 0.4996
N -0.8108 -1.1336 -0.3526
O -2.5034 2.5067 -0.0414
H -1.8888 0.5881 0.3098
H -0.8266 1.8147 1.0347
H 0.2847 -2.9531 -1.2953
H 0.5279 0.1876 -1.4466
H 0.7417 -0.0096 1.2836
H 1.8974 0.8266 0.3237
H 2.1835 -0.8783 0.8180
```

<ii>
C4H7NO | ωB97M-V/def2-TZVPD

Results
SMILES: C/N=C/[C@H]1CO1
E_HOMO (eV): -9.53
LUMO (Eh): 0.040
Kohn-Sham gap (hartree): 0.3896
Total charge: 0

The geometry in XYZ format:
```
13
C4H7NO ωB97M-V/def2-TZVPD
C -2.1624 0.1239 0.5188
N -0.7579 0.4067 0.4122
C -0.2179 0.1463 -0.6983
C 1.2050 -0.2903 -0.6733
C 2.1489 0.2244 0.3208
O 1.5069 -1.0124 0.5206
H -2.1675 -0.9110 0.8805
H -2.7098 0.1447 -0.4366
H -2.6440 0.7423 1.2750
H -0.7902 0.0109 -1.6310
H 1.5587 -0.7794 -1.5784
H 3.2180 0.1507 0.1335
H 1.8123 1.0431 0.9561
```

<iii>
C4H7NO | ωB97M-V/def2-TZVPD

Results
SMILES: CC=C=O.C=N
E_HOMO (eV): -8.08
LUMO (Eh): 0.034
Kohn-Sham gap (hartree): 0.3314
Total charge: 0

The geometry in XYZ format:
```
13
C4H7NO ωB97M-V/def2-TZVPD
C -1.0491 1.7634 0.9689
C -0.3103 0.7795 0.0988
C 1.5759 -1.7450 -0.2569
N 0.7979 -1.3376 -1.1681
C -1.0400 -0.1747 -0.4644
O -1.8825 -0.9137 -0.8135
H -1.2559 2.6901 0.4217
H -2.0048 1.3440 1.3040
H -0.4653 2.0108 1.8623
H 0.7184 0.9603 -0.1915
H 1.2995 -1.4862 0.7749
H 2.5097 -2.2985 -0.4341
H 1.1068 -1.5925 -2.1019
```

<iv>
C4H7NO | ωB97M-V/def2-TZVPD

Results
SMILES: CC=C=O.C=N
E_HOMO (eV): -8.46
LUMO (Eh): 0.035
Kohn-Sham gap (hartree): 0.3460
Total charge: 0

The geometry in XYZ format:
```
13
C4H7NO ωB97M-V/def2-TZVPD
C -2.5836 0.2085 0.2378
C -1.1060 0.0104 0.0106
N 1.9263 -1.0086 -0.2540
C 2.7953 -0.1467 0.0771
C -0.3428 0.8363 -0.6688
O 0.3256 1.5945 -1.2642
H -3.1346 -0.7007 -0.0271
H -2.9816 1.0230 -0.3745
H -2.8052 0.4374 1.2873
H -0.5887 -0.8621 0.3934
H 2.1501 -1.9218 0.1499
H 2.6831 0.8781 -0.2872
H 3.6623 -0.3482 0.7198
```

Most stable one: <iv>, least stable one: <i>.

<i>
C4H7NO | ωB97M-V/def2-TZVPD

Results
E_HOMO (eV): -9.02
LUMO (Eh): 0.038
Kohn-Sham gap (hartree): 0.3698
Total charge: 0

The geometry in XYZ format:
```
13
C4H7NO ωB97M-V/def2-TZVPD
C 1.8686 -0.2836 0.7376
C 0.6912 0.4451 0.1384
O 0.5034 1.6411 0.3195
C -0.1846 -0.3878 -0.7196
C -1.5190 -0.6679 -0.1583
N -1.5763 0.5054 -1.0299
H 1.5811 -1.2859 1.0728
H 2.2796 0.2974 1.5656
H 2.6383 -0.4094 -0.0322
H -0.6980 0.1816 -1.7764
H -1.6885 -0.4047 0.8858
H -2.1026 -1.5220 -0.4981
H -1.3814 1.3732 -0.5180
```

<ii>
C4H7NO | ωB97M-V/def2-TZVPD

Results
SMILES: CC(C)N=C=O
E_HOMO (eV): -10.25
LUMO (Eh): 0.031
Kohn-Sham gap (hartree): 0.4077
Total charge: 0

The geometry in XYZ format:
```
13
C4H7NO ωB97M-V/def2-TZVPD
C -1.5241 -0.0970 0.4025
C -0.0384 -0.4290 0.2962
C 0.4496 -0.4368 -1.1500
N 0.7172 0.5129 1.1064
C 1.6660 1.2393 0.9542
O 2.5778 1.9828 0.9221
H -1.8466 -0.0985 1.4476
H -2.1182 -0.8335 -0.1487
H -1.7227 0.8950 -0.0181
H 0.1284 -1.4206 0.7349
H -0.0823 -1.1987 -1.7288
H 0.2718 0.5386 -1.6178
H 1.5215 -0.6546 -1.2005
```

Most stable one: <ii>, least stable one: <i>.